[1]
A 17-piece molecular cluster, C23H80N10O17 overall at a distorted geometry, computed with ωB97M-V with the def2-TZVPD basis set.

Positions of all 130 atoms, in Å:
C: -0.6673 -3.9908 2.0712
H: 2.6297 -0.2398 -4.3358
O: -3.8323 2.3482 -1.7538
O: -0.9923 5.8332 -1.1938
H: 1.0357 -1.1088 -0.9928
H: -0.1953 2.0332 0.4172
H: -1.7063 4.1392 0.3262
H: 4.3907 2.7092 -1.3648
H: 1.4067 1.4222 3.6892
H: -0.3483 -0.0308 -5.1448
C: -0.1893 -0.1918 0.1562
H: -4.9193 -0.4428 2.0702
H: 0.7687 -3.8608 -1.8468
H: -5.3843 -3.2138 0.2782
H: -4.1773 -1.4848 3.2872
H: -1.7613 -3.3528 -3.7528
H: -0.4233 5.5942 -0.4238
C: -2.4403 -0.9708 4.3562
O: 0.5717 -3.6618 1.4692
H: 4.2817 -0.7928 0.7882
C: -1.2993 3.6062 5.0492
H: -2.0593 -0.6528 -3.2398
H: -1.6823 2.1122 3.5002
C: 0.1467 0.4412 -4.2818
H: 4.6397 -3.7378 -0.1128
H: 2.2667 3.8882 -1.0028
H: -1.9693 -1.0868 2.3782
H: -1.8413 5.3802 1.4042
H: 3.2817 0.4892 -2.2328
H: 5.0037 -1.5008 2.8482
N: 4.0937 -1.8028 3.0122
O: 1.6477 -2.1508 -2.3668
H: 2.3567 -1.5188 -2.3788
N: -4.9793 -1.4128 1.7232
H: -3.2113 1.8302 0.1722
N: -3.6733 -1.3508 4.1792
O: -1.9793 -0.9198 5.6552
N: 0.1317 -4.3488 -1.2098
H: 0.2527 -0.2468 -3.4578
H: -1.7553 3.7672 -2.7768
O: -2.0923 -4.6038 -0.6648
N: 3.5967 -0.5228 -4.4898
N: 3.8847 -0.2888 -2.3428
H: -3.0823 0.5882 -0.9408
H: -2.0673 3.6732 1.8422
H: 2.5937 -0.2868 0.6662
H: -4.3343 -1.7658 -3.5738
C: 4.3707 -0.8128 -3.4738
N: 3.3517 -0.6978 1.2112
H: -0.7773 -4.0758 3.1452
H: 4.0427 2.9162 0.3992
H: 3.8277 -0.7098 -5.4288
H: 3.8207 1.3632 -0.4018
O: -3.3773 2.5752 4.6322
C: -0.3023 5.3862 -2.2948
H: -3.6353 1.9582 5.3192
H: -0.9473 -0.1318 -0.5998
C: 3.5807 -3.9458 -0.3578
H: 0.7797 -3.2768 -3.9218
H: -0.9333 -4.9628 1.6292
H: -0.1763 3.6072 -3.4908
C: 3.7377 2.4452 -0.5668
O: 0.6277 5.2682 0.8042
H: 0.7487 5.4692 -2.1368
H: -0.4413 1.2292 -3.8388
O: 3.1767 -5.0928 0.3132
O: 1.8797 2.0302 -1.9128
H: -0.4043 -5.0288 -3.3778
H: -5.9653 -1.7718 1.6432
C: -1.9973 2.3742 4.5052
H: -4.2833 -1.3748 4.9772
H: 2.1647 -2.5458 -4.3968
O: 1.3437 0.9172 -4.6938
H: -1.0073 1.1482 1.7202
C: -3.0603 1.6382 -0.8368
H: 2.9727 -3.0448 -0.1718
H: -1.6093 1.5682 5.1192
C: 3.0547 -1.3648 2.3102
O: -1.8883 -2.4738 -4.1058
H: 1.3327 1.3022 -1.5668
C: -3.7593 -1.9318 -2.6788
O: 1.0357 -0.2728 -0.5468
O: 3.0157 1.7832 2.4992
H: -3.6813 1.9222 -2.5748
H: 0.8037 1.1772 1.4292
N: -4.4013 -3.0018 0.4472
H: 1.4417 5.5152 1.2812
N: -1.2113 -4.8808 -2.8028
C: -2.2683 -1.6998 -2.9978
H: -4.0693 -1.1628 -1.9048
N: -1.6793 -0.8388 3.3422
H: 4.4087 -0.6068 -1.4818
C: 2.3447 2.8302 -0.8218
H: -1.7453 4.5022 4.6602
H: -2.1023 -5.1498 -3.2998
H: -1.3003 3.6762 6.1192
H: -3.8603 -2.9278 -2.2388
H: -0.6453 -0.8388 3.5282
O: 1.7527 -1.5378 2.5942
H: 2.6247 2.7002 4.2802
C: 2.4767 1.7462 3.7482
C: -0.0273 4.4442 1.6912
H: -1.4013 -3.1858 1.8402
H: 2.2847 -3.8908 -3.1898
H: -1.6873 -2.0528 -2.1378
H: -3.6993 -3.4358 -0.2248
H: -0.3793 6.0482 -3.2098
H: -0.4253 3.2492 -1.8458
C: -0.2153 1.0642 0.9972
H: 3.2837 -4.9198 1.2242
H: 4.0097 -2.0668 4.0072
H: 1.7767 2.6052 0.0372
H: -0.3513 -1.1348 0.7702
C: -1.4523 4.3642 1.3012
H: 3.5997 -4.0218 -1.4108
H: 3.2357 0.8692 2.2172
H: 0.4917 3.4412 1.8912
H: 0.3177 -4.2308 -0.1838
C: -1.0733 -4.5998 -1.5638
H: -0.0323 4.9652 2.7002
C: -0.6803 3.9702 -2.5648
H: -2.0193 1.9412 -1.0278
O: -2.7533 -1.4658 0.8412
H: 0.9997 -2.9288 1.8322
C: -4.0353 -1.9358 1.0322
O: 5.5127 -1.5298 -3.5288
C: 1.7107 -3.0178 -3.5328
H: -0.2423 3.6632 4.7642
H: 2.9157 0.9402 4.3052
H: 1.2327 1.6442 -5.2318

Cartesian forces (eV/Å) of the 3 atoms listed first:
C -1.27 0.48 -0.68
H 0.63 0.49 -0.22
O -1.32 0.64 1.00

Values from the calculation:
Largest force on an atom in eV/A: 9.0
E_LUMO in eV: 0.08
Orbital gap in eV: 8.59
DFT total energy in eV: -74852.775
Highest occupied orbital energy in eV: -8.512

Löwdin population analysis, charges in e, atoms 1 to 8: -0.13 0.07 -0.07 -0.08 0.04 0.07 0.04 0.08



[2]
A 2-piece molecular cluster, C6H13NO overall at a distorted geometry, computed with ωB97M-V with the def2-TZVPD basis set.

Positions of all 21 atoms, in Å:
H: -0.9390 -0.9278 -2.9968
H: 2.7892 -2.0093 -1.4980
H: -0.4998 -1.1246 1.5970
C: 1.5196 -0.5267 -0.8980
C: 0.4834 1.0799 0.7071
C: 2.1553 -1.7351 -0.7855
H: -2.5742 1.6867 2.4624
H: 0.1095 -2.2643 0.6943
H: 1.7592 0.1171 -1.6959
H: -2.2581 2.3854 0.9411
H: -0.3819 0.5227 2.6311
C: -1.8911 1.5155 1.5306
H: -2.2236 -0.2573 -2.5807
H: -2.1805 0.6280 0.9458
C: 0.7335 -0.1786 0.3498
C: -0.4264 1.4071 1.8956
H: -0.1180 2.3600 2.4135
H: 1.8100 -2.4955 -0.0640
O: -1.4366 -0.1600 -3.2155
H: 0.6251 1.9097 0.0907
N: 0.0184 -1.2320 0.8552

Cartesian forces (eV/Å) of the 3 atoms listed first:
H 0.92 -1.01 0.17
H 2.67 -1.39 -2.87
H -3.28 1.25 4.75

Values from the calculation:
Largest force on an atom in eV/A: 5.9
E_LUMO in eV: 0.75
Orbital gap in eV: 8.57
DFT total energy in eV: -9967.741
Structure (SMILES): C=C/C(N)=C/CC.O
Highest occupied orbital energy in eV: -7.824

natural (NBO) population analysis, charges in e, atoms 1 to 8: 0.46 0.18 0.37 -0.19 -0.29 -0.37 0.20 0.39



[3]
C10H10BrClFe as an isolated structure at a distorted geometry, computed with ωB97M-V with the def2-TZVPD basis set.

Positions of all 23 atoms, in Å:
C: 2.0842 0.0475 -1.2771
C: -1.8124 0.2883 -0.7729
H: -0.7918 -0.9142 -2.2638
H: -1.6417 1.3074 -1.1675
C: -1.5132 -1.9711 -0.4259
H: 0.6745 1.5538 -2.2688
H: 3.6016 -0.5744 0.3462
H: -1.1688 -2.9335 -0.6166
H: 0.8348 2.9073 0.1419
H: 1.9546 -0.8646 -1.9582
H: 2.7414 1.6966 1.6499
C: 2.3728 1.3072 0.7004
H: -3.0614 0.6655 1.0733
Cl: -1.1096 1.5033 2.6470
C: -2.2804 -1.5223 0.6826
H: -2.3696 -1.9973 1.6644
Fe: -0.7270 -0.4801 1.9209
C: 2.8855 0.1813 -0.0710
C: -1.3083 -0.9141 -1.3277
C: -2.5266 -0.0641 0.4496
Br: 0.5594 -2.4258 2.3369
C: 1.3433 1.9818 -0.1168
C: 1.2588 1.2216 -1.3470

Cartesian forces (eV/Å) of the 3 atoms listed first:
C 0.31 0.64 0.29
C -1.26 -0.76 1.10
H 0.43 -0.35 -0.22

Values from the calculation:
Largest force on an atom in eV/A: 3.0
E_LUMO (alpha / beta) in eV: 5.52 / 5.51
Orbital gap (alpha / beta) in eV: 5.22 / 5.19
2S+1: 5
Total charge: -2
DFT total energy in eV: -127483.810
Highest occupied orbital energy (alpha / beta) in eV: 0.299 / 0.313
<S²>: 6.02

natural (NBO) population analysis, charges in e, atoms 1 to 8: -0.39 -0.29 0.20 0.21 -0.30 0.17 0.17 0.19



[4]
One molecule with the formula C18H21N9O at a distorted geometry, computed with ωB97M-V with the def2-TZVPD basis set.

Positions of all 49 atoms, in Å:
H: 2.6896 1.2462 -3.7550
H: -1.0661 -6.4488 1.6693
C: -0.3048 -3.8320 -0.9002
H: -3.9602 4.7849 1.0699
C: -0.3471 6.1844 2.9063
C: 3.5407 1.7753 -3.3499
H: -2.3360 -7.2344 -1.8172
N: 3.2420 2.2258 -1.9787
C: -3.7629 4.0524 1.8820
H: -2.8126 -5.8466 0.1302
H: 1.9642 3.3554 -0.1097
C: 0.9448 5.6274 2.7072
H: 1.8471 6.1752 2.9473
H: 3.7217 2.6466 -3.9930
H: 0.1211 -6.5450 0.3622
C: -1.8013 -5.7839 -0.2779
C: 0.7506 1.6344 0.6311
H: 2.0291 3.8481 2.1506
H: -0.8711 1.7119 1.7605
C: 1.7222 2.2919 -0.2298
N: 0.4012 0.4004 0.4965
C: -0.3367 -2.5179 -0.5860
H: 0.4808 -4.3546 -1.4664
H: -3.9385 4.5370 2.8418
H: -0.9083 -6.3506 -2.1859
C: -0.9189 -6.7085 0.5973
H: -0.4308 7.1773 3.3464
H: 3.4250 3.1843 -1.7363
N: -1.4701 5.4623 2.6875
H: 4.4602 1.1836 -3.3388
H: -2.5030 -5.5405 -2.3554
N: -1.4421 -2.2558 0.2256
C: -1.8811 -6.2311 -1.7546
C: 2.3578 1.5354 -1.1526
O: -2.4516 3.4494 1.8946
N: -2.0742 -3.3930 0.3704
N: 2.4099 -0.7424 -2.2047
H: 1.6585 -2.7124 -2.5940
C: 0.6719 -1.5453 -1.0037
N: 2.0103 0.1931 -1.3111
N: -1.4002 -4.3811 -0.2649
C: 1.0610 4.3030 2.2893
H: -4.5296 3.2572 1.7825
C: -0.0830 3.5870 1.9738
C: -1.3542 4.2070 2.1863
C: 0.9653 -0.3127 -0.5335
H: -1.1233 -7.7784 0.4164
C: 1.6353 -1.7730 -2.0392
N: -0.0028 2.2510 1.6136

Cartesian forces (eV/Å) of the 3 atoms listed first:
H 0.11 -0.32 -0.09
H 0.08 -0.33 -0.69
C -0.11 -1.06 0.25

Values from the calculation:
Largest force on an atom in eV/A: 2.6
E_LUMO in eV: 0.73
Orbital gap in eV: 8.07
DFT total energy in eV: -34463.301
Structure (SMILES): CNc1cc(Nc2cccnc2OC)nc2c(-c3cn(C(C)C)nn3)cnn12
Highest occupied orbital energy in eV: -7.334

natural (NBO) population analysis, charges in e, atoms 1 to 8: 0.22 0.23 -0.12 0.19 0.02 -0.41 0.22 -0.59



[5]
An isolated ion of composition C5H12N5 and charge +1 at a distorted geometry, computed with ωB97M-V with the def2-TZVPD basis set.

Positions of all 22 atoms, in Å:
C: -3.3051 0.4846 0.3984
H: -4.1829 -0.0814 2.1851
H: 2.2880 -1.2014 -1.8586
H: -3.3876 -1.4862 1.0698
N: 3.6332 0.5968 0.7897
H: 2.2400 -0.4306 1.9230
N: 2.7184 -1.2315 -0.9097
N: -0.3900 0.1181 -0.7048
H: 1.8379 1.2570 1.3115
N: -2.7967 0.1300 -0.8568
H: 2.8783 -2.2496 -0.6481
H: -1.6640 1.7847 -1.5262
C: 0.7397 -0.1970 -0.5991
N: 1.8426 -0.4944 -0.1282
H: -3.3909 1.4997 0.5509
H: 4.3333 -0.1132 0.7748
H: -1.5818 0.3124 -2.4574
H: -2.7012 -0.8722 -1.0309
C: -1.7107 0.7306 -1.4542
C: -3.6071 -0.4304 1.2891
H: 3.8531 1.5615 0.7086
C: 2.3533 0.3127 1.1732

Cartesian forces (eV/Å) of the 3 atoms listed first:
C 0.88 -1.69 -0.69
H 0.88 -0.84 -0.76
H 1.15 -0.32 0.80

Values from the calculation:
Largest force on an atom in eV/A: 3.9
E_LUMO in eV: -3.52
Orbital gap in eV: 8.69
Total charge: +1
DFT total energy in eV: -12819.468
Structure (SMILES): C=CNCN=C=[N+](N)CN
Highest occupied orbital energy in eV: -12.207

natural (NBO) population analysis, charges in e, atoms 1 to 8: -0.03 0.23 0.38 0.20 -0.81 0.21 -0.62 -0.38



[6]
C16H22BMnN7 as an isolated structure at a distorted geometry, computed with ωB97M-V with the def2-TZVPD basis set.

Positions of all 47 atoms, in Å:
N: -0.3554 1.5802 -2.0746
H: -0.8936 0.7835 2.6727
H: -3.1003 -3.5789 2.0337
H: -3.0182 -0.4020 -4.6003
H: 4.3945 -0.1860 0.9048
C: -3.3810 -0.4167 -3.5769
N: 0.8591 -0.8753 -1.0622
C: 1.7380 -1.9179 -1.1677
H: -5.3075 -0.6970 -0.9173
H: -0.6311 2.7425 -3.8077
H: -3.3124 -2.5825 3.4735
C: 1.1684 0.5481 3.3741
N: 1.8959 0.5928 2.1914
C: 0.7518 3.0598 -0.8260
C: 0.7015 -1.6471 -3.1267
N: -2.5494 -0.1011 -2.5248
H: 4.3311 0.8479 4.4278
B: -0.9824 0.2438 -2.6337
C: 4.2840 0.7700 1.4559
H: -0.5687 -0.6689 3.6503
H: -5.5185 -1.0288 -3.5897
N: 0.3371 1.7570 -0.8914
C: -0.3020 0.3919 3.5153
C: -2.5932 -3.0325 2.8335
H: 2.2730 -2.2888 -0.3061
H: -1.9918 -3.7460 3.3994
H: 5.2401 1.0159 1.9615
H: 0.6561 4.6844 -2.3532
C: 3.3829 0.7523 3.9046
H: -0.6039 0.9181 4.4338
H: 1.1548 3.4603 0.0956
H: -1.9290 -2.2775 2.3864
H: 2.2659 -3.1789 -2.9301
Mn: 1.3987 0.5209 0.2397
C: -0.2024 2.7053 -2.8087
H: -0.8656 0.3628 -3.8480
C: -4.6360 -0.7146 -3.0733
N: 0.1322 -0.8030 -2.2357
C: 2.0778 0.6334 4.4463
H: 0.3002 -1.7007 -4.1333
C: 1.6999 -2.3663 -2.4954
H: 1.7657 0.6015 5.4877
H: 4.0504 1.5217 0.6753
C: -4.5265 -0.5356 -1.6639
C: 3.2410 0.7159 2.4986
N: -3.2966 -0.1204 -1.3553
C: 0.4655 3.6564 -2.0601

Cartesian forces (eV/Å) of the 3 atoms listed first:
N 0.99 0.96 0.44
H 0.24 -0.04 0.20
H 0.04 0.14 0.09

Values from the calculation:
Largest force on an atom in eV/A: 2.6
E_LUMO (alpha / beta) in eV: 0.19 / -0.53
Orbital gap (alpha / beta) in eV: 7.17 / 6.43
2S+1: 6
DFT total energy in eV: -59376.759
Highest occupied orbital energy (alpha / beta) in eV: -6.980 / -6.960
<S²>: 8.76

natural (NBO) population analysis, charges in e, atoms 1 to 8: -0.30 0.21 0.21 0.21 0.20 -0.03 -0.49 -0.03